Entry 1:
Here is C6H6OS in the gas phase in a non-equilibrium geometry from the OMol25 dataset. Energies are from the ωB97M-V functional and the def2-TZVPD basis.

Last column: Mulliken charge in e.
Atoms and positions in Å:
C -1.03 -1.18 -1.73  -0.638
C 0.08 -0.43 -1.51  -0.491
C 0.23 0.01 -0.06  1.255
C -1.03 -0.04 0.64  -0.904
S -1.42 -0.66 2.18  -0.194
C 1.27 0.58 0.39  -0.135
C 1.30 1.11 1.79  0.163
O 2.25 1.91 2.19  -0.526
H -1.83 -1.24 -0.99  0.298
H -1.28 -1.66 -2.80  0.217
H 1.07 -0.49 -2.20  0.219
H -1.89 0.40 0.10  0.423
H 2.03 0.90 -0.38  0.282
H 0.25 0.80 2.37  0.032

Results
SMILES: C=C/C(C=S)=C/C=O
ΔE to the lowest compared entry with this formula, charge and spin (kcal/mol): 81.4
Gap between HOMO and LUMO (Eh): 0.2834
Highest occupied orbital energy (eV): -9.123
Lowest unoccupied orbital energy (eV): -1.41

***

Entry 2:
Here is C2H4N2OS in the gas phase in a non-equilibrium geometry from the OMol25 dataset. Energies are from the ωB97M-V functional and the def2-TZVPD basis.

Last column: Mulliken charge in e.
Atoms and positions in Å:
H 0.02 1.88 -0.33  0.264
N 1.13 1.64 -0.14  -0.559
C 1.45 0.34 0.02  0.083
N 0.58 -0.77 -0.31  -0.199
O -0.75 -0.58 -0.61  -0.170
C -1.64 -0.42 0.38  -0.033
S -2.87 0.59 -0.22  -0.210
H 2.66 -0.03 -0.06  0.246
H 0.66 -1.88 -0.18  0.282
H -1.23 -0.78 1.45  0.297

Results
SMILES: [H]/N=C\NOC=S
ΔE to the lowest compared entry with this formula, charge and spin (kcal/mol): 141.7
Gap between HOMO and LUMO (Eh): 0.3180
Highest occupied orbital energy (eV): -9.221
Lowest unoccupied orbital energy (eV): -0.57

***

Entry 3:
Here is a molecular structure, C4H30O15 from the OMol25 dataset. Energies are from the ωB97M-V functional and the def2-TZVPD basis.

Last column: Mulliken charge in e.
Atoms and positions in Å:
O 0.27 1.33 -1.95  -1.114
C -0.16 1.84 -0.85  0.152
O -0.62 2.98 -0.75  -0.847
C -0.09 0.95 0.40  1.033
C -1.48 0.76 0.97  -0.613
C -1.54 -0.25 2.11  -0.581
O -1.41 -1.61 1.68  -0.791
H 0.57 1.42 1.14  0.415
H 0.39 0.00 0.15  -0.430
H -2.15 0.43 0.18  0.160
H -1.87 1.72 1.33  0.345
H -0.76 -0.05 2.86  0.274
H -2.51 -0.19 2.63  0.420
H -1.04 -1.50 -1.91  0.505
H -0.04 -0.37 -2.26  0.445
O -0.31 -1.28 -2.54  -0.919
H 1.44 -1.06 4.35  0.310
H 1.13 -2.05 3.22  0.427
O 1.16 -1.97 4.22  -0.767
H 1.91 0.73 -1.71  0.365
H 2.71 -0.57 -1.60  0.381
O 2.78 0.39 -1.43  -0.890
H 0.11 4.00 0.58  0.403
H 1.62 4.12 0.72  0.399
O 0.80 4.41 1.15  -0.741
H -1.16 -0.08 -3.83  0.446
H -1.00 1.32 -3.39  0.373
O -1.54 0.80 -4.03  -0.853
H -1.98 -1.80 0.18  0.411
H -2.54 -2.88 -0.82  0.217
O -2.35 -1.94 -0.76  -0.636
H -3.54 -0.50 -2.14  0.286
H -3.20 0.47 -3.28  0.467
O -3.96 0.05 -2.81  -0.736
H 1.85 -2.29 -0.50  0.331
H 1.20 -2.02 -1.87  0.483
O 2.07 -2.27 -1.46  -0.888
H 2.60 -1.17 1.22  0.298
H 3.09 -0.02 0.35  0.499
O 3.18 -0.40 1.25  -0.747
H 2.97 2.29 -0.80  0.461
H 1.89 3.23 -1.28  0.365
O 2.73 3.23 -0.80  -0.769
H 0.89 -3.21 1.57  0.150
H -0.35 -1.93 1.55  0.446
O 0.91 -2.25 1.56  -0.974
H -1.58 -2.50 3.29  0.377
H -0.52 -2.64 4.38  0.423
O -1.45 -2.84 4.19  -0.770

Results
Charge: -2
ΔE to the lowest compared entry with this formula, charge and spin (kcal/mol): 0.0
Gap between HOMO and LUMO (Eh): 0.3367
Highest occupied orbital energy (eV): -4.119
Lowest unoccupied orbital energy (eV): 5.04

***

Entry 4:
Here is a molecular structure, C18H11F5MoN2O2S4SbSe from the OMol25 dataset. Energies are from the ωB97M-V functional and the def2-TZVPD basis.

Last column: Mulliken charge in e.
Atoms and positions in Å:
Mo 0.64 0.19 0.92  0.757
C 6.08 2.47 -4.43  -1.418
C 5.02 2.48 -3.38  0.907
C 4.74 3.64 -2.66  -0.921
C 3.77 3.65 -1.67  -0.559
C 3.09 2.47 -1.39  0.347
C 3.35 1.29 -2.10  -0.400
C 4.31 1.31 -3.08  -1.062
S 1.95 2.48 -0.12  1.836
O 1.79 3.76 0.48  -0.581
O 2.34 1.35 0.85  -0.539
N 0.58 1.72 -0.56  -0.806
C -0.69 2.22 -0.21  0.928
C -1.27 3.46 -0.39  -0.518
C -2.57 3.60 0.07  -0.319
C -3.21 2.54 0.71  -0.746
C -2.54 1.35 0.89  -0.144
N -1.29 1.20 0.42  -0.194
H 6.32 3.48 -4.77  0.409
H 5.77 1.87 -5.29  0.384
H 6.99 2.02 -4.04  0.304
H 5.27 4.55 -2.89  0.428
H 3.56 4.56 -1.11  0.540
H 2.79 0.39 -1.89  0.537
H 4.51 0.41 -3.65  0.484
H -0.74 4.27 -0.88  0.448
H -3.08 4.54 -0.05  0.455
H -4.23 2.63 1.06  0.408
H -2.97 0.51 1.40  0.428
S -0.33 -3.97 1.62  -0.310
Sb -1.26 -2.76 3.16  0.889
S -0.49 -0.34 2.79  -0.343
S 1.16 -1.72 0.02  -0.232
F 7.51 0.47 -0.90  -0.324
C 6.43 0.00 -0.31  0.548
C 5.74 -1.05 -0.90  0.356
F 6.16 -1.57 -2.04  -0.366
C 4.60 -1.54 -0.29  0.285
F 3.93 -2.54 -0.86  -0.368
C 4.13 -0.96 0.89  0.170
Se 2.53 -1.54 1.76  0.165
C 4.85 0.07 1.48  0.303
F 4.43 0.59 2.62  -0.369
C 6.00 0.55 0.88  0.490
F 6.67 1.55 1.44  -0.287

Results
Charge: +2
Multiplicity: 2
ΔE to the lowest compared entry with this formula, charge and spin (kcal/mol): 0.0
Expectation value of S²: 0.7655
Gap between HOMO and LUMO (spin up / spin down) (Eh): 0.2503 / 0.2424
Highest occupied orbital energy (spin up / spin down) (eV): -15.055 / -15.060
Lowest unoccupied orbital energy (spin up / spin down) (eV): -8.24 / -8.46

***

Entry 5:
Here is a molecular structure, C6H10N2 in a non-equilibrium geometry from the OMol25 dataset. Energies are from the ωB97M-V functional and the def2-TZVPD basis.

Last column: Mulliken charge in e.
Atoms and positions in Å:
C 1.45 -1.00 0.61  -0.497
C -0.36 1.75 2.42  -0.160
C 1.21 0.81 -0.01  -0.899
C 0.55 -0.41 -0.48  1.947
C 0.64 -0.79 -1.99  -1.484
C -0.85 -0.54 0.04  -1.750
N 2.09 0.14 0.80  -0.481
N -1.53 2.16 2.15  -0.417
H 1.38 -1.80 1.30  0.406
H 0.27 1.81 3.21  0.377
H 1.48 1.76 -0.35  0.473
H 0.54 -1.90 -2.06  0.359
H 1.69 -0.57 -2.21  0.366
H -0.01 -0.05 -2.41  0.403
H -1.48 0.27 -0.33  0.386
H -0.94 -0.43 1.14  0.301
H -1.39 -1.32 -0.45  0.458
H -2.18 2.76 2.59  0.213

Results
ΔE to the lowest compared entry with this formula, charge and spin (kcal/mol): 163.4
Gap between HOMO and LUMO (spin up / spin down) (Eh): 0.2932 / 0.3008
Highest occupied orbital energy (spin up / spin down) (eV): -7.595 / -7.954
Lowest unoccupied orbital energy (spin up / spin down) (eV): 0.38 / 0.23

***

Entry 6:
Here is C4H7NO in the gas phase from the OMol25 dataset. Energies are from the ωB97M-V functional and the def2-TZVPD basis.

Last column: Mulliken charge in e.
Atoms and positions in Å:
C 1.75 0.37 -0.43  -0.812
N 0.34 0.31 -0.18  -0.107
C -0.69 1.04 0.43  -0.506
C -0.56 -0.46 0.58  0.024
C -1.43 -1.33 -0.28  -0.186
O -2.01 -2.32 0.09  -0.490
H 2.20 1.31 -0.08  0.321
H 1.89 0.30 -1.51  0.236
H 2.27 -0.48 0.03  0.306
H -0.56 1.61 1.36  0.274
H -1.41 1.48 -0.26  0.243
H -0.32 -0.86 1.57  0.391
H -1.47 -0.97 -1.33  0.305

Results
SMILES: CN1C[C@H]1C=O
ΔE to the lowest compared entry with this formula, charge and spin (kcal/mol): 65.0
Gap between HOMO and LUMO (Eh): 0.3593
Highest occupied orbital energy (eV): -8.901
Lowest unoccupied orbital energy (eV): 0.88